Entry 1:
Here is a 10-piece molecular cluster, C49H117N7O10 overall from the Open Molecules 2025 dataset. Energies are from ωB97M-V/def2-TZVPD.

For the HOMO energy, the calculation gives -14.0 eV. The calculation puts the LUMO energy at -6.291 eV.

ORCA input file:
```
! RIJCOSX wB97M-V def2-TZVPD def2/J DEFGRID3
* xyz 4 1
C -1.833 -6.327 -7.795
C -0.775 -5.665 -6.947
C -0.690 -4.146 -7.313
N -0.236 -3.150 -6.248
C -1.373 -2.950 -5.276
C -1.162 -1.858 -4.307
C -0.776 -0.535 -4.914
C 0.351 -0.731 -5.968
C 0.041 -1.833 -6.945
C 0.897 -3.667 -5.487
H -2.870 -5.924 -7.559
H -1.868 -7.426 -7.690
H -1.721 -6.072 -8.895
H 0.217 -6.070 -7.209
H -0.785 -5.980 -5.879
H -1.660 -3.734 -7.581
H -0.027 -3.906 -8.171
H -2.243 -2.774 -5.949
H -1.643 -3.876 -4.762
H -2.100 -1.708 -3.735
H -0.579 -2.155 -3.478
H -1.672 -0.080 -5.397
H -0.394 0.168 -4.185
H 0.554 0.161 -6.501
H 1.278 -0.979 -5.457
H -0.817 -1.573 -7.520
H 0.832 -2.123 -7.666
H 1.837 -3.758 -6.097
H 0.649 -4.671 -5.128
H 1.038 -3.122 -4.574
C 0.348 -8.274 4.825
C 1.039 -6.947 4.722
C 1.123 -6.527 3.201
N 1.797 -5.248 3.053
C 3.159 -5.325 3.665
C 4.078 -6.320 2.971
C 4.269 -5.783 1.533
C 2.962 -5.683 0.813
C 1.866 -4.891 1.597
C 0.977 -4.193 3.749
H 0.513 -8.785 5.821
H 0.775 -8.975 4.067
H -0.726 -8.245 4.669
H 1.988 -7.009 5.254
H 0.485 -6.179 5.315
H 0.182 -6.360 2.764
H 1.634 -7.343 2.654
H 3.106 -5.496 4.753
H 3.492 -4.307 3.517
H 3.559 -7.264 2.876
H 4.989 -6.362 3.505
H 4.946 -6.522 0.986
H 4.936 -4.891 1.560
H 2.656 -6.705 0.523
H 3.115 -5.152 -0.172
H 0.873 -4.997 1.104
H 2.105 -3.794 1.660
H 0.120 -3.865 3.249
H 1.544 -3.265 3.708
H 0.788 -4.508 4.759
C -5.826 0.949 3.711
C -6.022 -0.264 2.841
C -5.866 0.193 1.380
N -5.892 -0.823 0.308
C -4.519 -1.567 0.391
C -4.446 -2.734 -0.583
C -5.610 -3.721 -0.366
C -6.971 -2.928 -0.518
C -7.089 -1.757 0.414
C -6.012 -0.164 -0.984
H -4.751 1.292 3.664
H -6.018 0.724 4.772
H -6.564 1.749 3.575
H -6.976 -0.773 2.906
H -5.240 -1.071 2.975
H -4.965 0.779 1.198
H -6.688 0.916 1.108
H -4.438 -1.920 1.418
H -3.673 -0.879 0.230
H -3.466 -3.309 -0.464
H -4.409 -2.334 -1.570
H -5.536 -4.076 0.713
H -5.587 -4.540 -1.088
H -7.749 -3.618 -0.160
H -7.214 -2.733 -1.562
H -7.101 -2.095 1.447
H -7.981 -1.147 0.234
H -7.027 0.299 -1.101
H -5.997 -0.912 -1.757
H -5.296 0.667 -1.267
C 0.654 7.496 -1.290
C 0.168 6.287 -2.086
C 1.230 5.453 -2.690
O 0.647 4.477 -3.520
C 1.575 3.727 -4.325
N -0.721 5.512 -1.244
H -0.903 4.592 -1.743
H -0.210 5.313 -0.386
H -2.343 5.909 -1.271
H -0.197 8.226 -1.220
H 1.531 7.950 -1.733
H 0.857 7.161 -0.267
H -0.395 6.660 -2.995
H 1.730 4.926 -1.861
H 1.994 6.062 -3.181
H 1.030 2.984 -4.896
H 2.352 3.185 -3.729
H 2.227 4.422 -4.899
C 9.425 4.334 8.430
C 9.905 3.724 7.060
C 9.217 2.382 6.799
O 7.826 2.644 6.479
C 7.391 1.600 5.583
N 9.512 4.611 5.924
H 9.865 5.555 5.967
H 9.742 4.160 5.033
H 8.499 4.609 5.909
H 9.811 3.800 9.302
H 8.360 4.451 8.516
H 9.861 5.314 8.458
H 10.955 3.543 6.962
H 9.273 1.739 7.664
H 9.707 1.788 6.078
H 6.361 1.306 5.821
H 8.051 0.726 5.615
H 7.452 2.059 4.559
C -5.648 9.217 3.689
C -4.341 9.278 3.063
C -4.206 8.999 1.590
O -2.944 9.402 1.119
C -2.763 9.243 -0.292
N -3.930 10.701 3.299
H -4.710 11.308 3.238
H -3.533 10.760 4.249
H -3.199 10.969 2.613
H -6.037 8.229 3.677
H -6.332 9.895 3.217
H -5.568 9.510 4.725
H -3.583 8.699 3.631
H -5.045 9.468 1.051
H -4.218 7.892 1.452
H -2.008 9.924 -0.613
H -3.731 9.477 -0.797
H -2.506 8.183 -0.492
C 4.757 -1.785 -1.074
C 3.617 -0.819 -1.526
C 3.249 -0.687 -3.023
O 4.547 -0.289 -3.589
C 4.901 -0.959 -4.784
N 2.323 -1.008 -0.808
H 2.415 -1.671 -0.028
H 1.081 0.020 0.130
H 1.685 -1.395 -1.482
H 4.344 -2.796 -1.146
H 4.915 -1.487 -0.029
H 5.645 -1.647 -1.687
H 4.069 0.186 -1.304
H 2.577 0.152 -3.159
H 2.926 -1.575 -3.501
H 4.809 -2.055 -4.756
H 5.965 -0.760 -4.835
H 4.290 -0.545 -5.621
C -5.376 4.846 -0.767
C -3.881 4.795 -0.961
O -3.375 6.023 -1.062
O -3.222 3.746 -0.916
H -5.857 4.732 -1.727
H -5.754 5.791 -0.353
H -5.781 4.024 -0.156
C 0.470 -5.165 -1.968
C -0.331 -3.967 -1.494
O 0.244 -2.813 -1.727
O -1.418 -4.177 -0.826
H 1.321 -4.897 -2.521
H -0.103 -5.773 -2.600
H 0.806 -5.728 -1.122
C -0.984 0.111 2.623
C -0.095 -0.512 1.612
O 0.369 0.395 0.710
O 0.141 -1.687 1.670
H -1.241 1.145 2.259
H -0.524 0.332 3.575
H -1.901 -0.472 2.798
*
```

Atom charges from the Mulliken analysis, given in e for atoms 1 to 2:
1 C -1.41
2 C -0.29

=====

Entry 2:
Here is C2Cl2N2S as an isolated structure from the Open Molecules 2025 dataset. Energies are from ωB97M-V/def2-TZVPD.

For the HOMO energy (alpha / beta), the calculation gives -8.7 / -8.7 eV. The calculation puts the LUMO energy (alpha / beta) at -0.626 / -0.627 eV. Its energy relative to the best compared isomer or geometry (same formula, charge and spin) is 385.2 kJ/mol.

ORCA input file:
```
! RIJCOSX wB97M-V def2-TZVPD def2/J DEFGRID3
* xyz 0 1
C -0.963 0.220 -0.083
C 1.010 0.441 0.111
N -1.144 -1.017 -0.087
N -0.221 -1.829 -0.059
S 1.332 -1.153 0.087
Cl -1.984 1.494 0.071
Cl 1.969 1.842 -0.040
*
```

Atom charges from the natural (NBO) analysis, given in e for atoms 1 to 2:
1 C 0.10
2 C -0.45

=====

Entry 3:
Here is a 2-piece molecular cluster, C19H24BF9O6S overall from the Open Molecules 2025 dataset. Energies are from ωB97M-V/def2-TZVPD.

For the HOMO energy, the calculation gives -8.8 eV. The calculation puts the LUMO energy at -0.796 eV. Its energy relative to the best compared isomer or geometry (same formula, charge and spin) is 35.2 kJ/mol. Its SMILES is CCCOCC1=C(S)C(=O)C(C[C@@H](C)F)=C(CB(O)O)C1=O.FC(F)C(F)(F)COC(F)(F)C(F)F.

ORCA input file:
```
! RIJCOSX wB97M-V def2-TZVPD def2/J DEFGRID3
* xyz 0 1
C 0.097 0.350 1.729
C 1.194 0.901 0.817
C 0.790 0.894 -0.668
O 0.719 2.156 -1.299
C -0.062 3.116 -0.642
C -1.477 2.691 -0.387
C -2.197 3.074 0.675
S -1.609 4.128 1.941
C -3.609 2.570 0.807
O -4.485 3.298 1.240
C -3.816 1.177 0.332
C -4.742 0.208 1.022
C -5.828 0.803 1.923
C -7.153 0.078 1.739
F -5.422 0.614 3.241
C -3.104 0.809 -0.748
C -3.149 -0.535 -1.397
B -4.321 -0.696 -2.462
O -4.799 -1.943 -2.780
O -4.810 0.424 -3.058
C -2.173 1.808 -1.361
O -1.996 1.894 -2.563
H 0.207 0.672 2.759
H 0.140 -0.734 1.717
H -0.899 0.625 1.394
H 1.557 1.866 1.147
H 2.029 0.217 0.917
H -0.131 0.313 -0.779
H 1.554 0.353 -1.210
H -0.089 3.983 -1.298
H 0.390 3.460 0.283
H -2.794 4.607 2.337
H -5.233 -0.397 0.270
H -4.137 -0.469 1.623
H -6.009 1.848 1.719
H -7.940 0.652 2.210
H -7.111 -0.930 2.129
H -7.379 0.086 0.679
H -3.157 -1.311 -0.637
H -2.208 -0.664 -1.927
H -4.737 -2.516 -2.013
H -5.027 0.263 -3.983
C 6.593 -3.138 -1.277
C 5.092 -3.256 -0.934
C 4.162 -2.076 -1.241
F 4.474 -0.975 -0.537
F 2.897 -2.422 -0.901
F 4.944 -3.641 0.350
F 4.619 -4.272 -1.711
O 7.537 -2.867 -0.241
C 7.942 -1.604 0.136
C 7.621 -1.310 1.608
F 6.300 -1.378 1.843
F 8.040 -0.060 1.905
F 7.484 -0.645 -0.686
F 9.288 -1.584 0.040
H 6.862 -4.146 -1.587
H 6.759 -2.506 -2.149
H 4.179 -1.835 -2.307
H 8.133 -2.028 2.251
*
```

Atom charges from the natural (NBO) analysis, given in e for atoms 1 to 2:
1 C -0.61
2 C -0.45